{
  "formula": "C5H10N3",
  "method": "the ωB97M-V functional and the def2-TZVPD basis",
  "smiles": "Cc1c[nH]c(CN)[nH+]1",
  "homo_ev": -13.43,
  "orbital_gap_ev": 10.66,
  "e_lumo_ev": -2.7688,
  "multiplicity": 1,
  "charge": 1,
  "e_tot_ev": -9810.5745,
  "e_above_lowest_kcal_mol": 27.07,
  "species": ["C", "C", "C", "C", "C", "N", "N", "N", "H", "H", "H", "H", "H", "H", "H", "H", "H", "H"],
  "positions_angstrom": [[1.529108, -1.374959, 0.478916], [1.597774, -0.055473, -0.102996], [-0.533896, -0.636948, -0.080466], [2.716319, 0.938017, -0.329971], [-2.200397, -0.527848, -0.216153], [0.162872, -1.654542, 0.414729], [0.308945, 0.332819, -0.304158], [-2.688536, 0.771561, 0.129466], [2.223924, -2.008061, 0.937178], [3.582538, 0.345163, -0.268259], [2.714071, 1.428562, -1.263002], [2.557105, 1.680798, 0.501281], [-2.331012, -0.551873, -1.376755], [-2.550424, -1.299616, 0.534681], [-0.299979, -2.534865, 0.447356], [0.037547, 1.244682, -0.779118], [-2.994493, 0.712218, 1.049750], [-3.349633, 1.138336, -0.502088]],
  "forces_ev_per_a": [[-1.63, 4.03, -2.46], [1.03, -2.01, 1.43], [-3.16, -0.11, 0.71], [-1.86, -0.52, 2.36], [2.44, 0.08, -1.56], [-0.09, 0.35, -0.30], [-0.31, 2.25, -1.98], [2.09, -0.74, -0.30], [0.88, -0.74, 0.22], [1.54, -0.10, 0.44], [-0.37, 0.46, -1.16], [0.92, -0.52, -0.83], [-0.21, -1.27, 2.20], [0.05, 0.26, -1.72], [0.10, -0.87, 0.64], [0.37, -1.62, 1.11], [-0.95, 0.76, 1.71], [-0.83, 0.33, -0.52]],
  "mulliken_charge": [-0.540, 0.445, 0.109, -1.142, -0.451, -0.059, -0.036, -0.449, 0.452, 0.321, 0.388, 0.316, 0.309, 0.336, 0.240, 0.333, 0.201, 0.228]
}

=====

{
  "formula": "C5H10N3",
  "method": "the ωB97M-V functional and the def2-TZVPD basis",
  "smiles": "CC1(C)N=CC(=[NH2+])N1",
  "homo_ev": -15.19,
  "orbital_gap_ev": 10.77,
  "e_lumo_ev": -4.4147,
  "multiplicity": 1,
  "charge": 1,
  "e_tot_ev": -9810.3546,
  "e_above_lowest_kcal_mol": 32.14,
  "species": ["C", "C", "C", "C", "C", "N", "N", "N", "H", "H", "H", "H", "H", "H", "H", "H", "H", "H"],
  "positions_angstrom": [[-1.270117, 1.478185, 0.059969], [-1.716936, 0.062129, -0.030609], [0.624321, 0.326742, 0.069845], [1.282747, 0.109999, -1.277844], [1.465570, -0.051005, 1.276382], [0.002209, 1.603009, 0.091681], [-0.638863, -0.627327, -0.019209], [-2.939125, -0.360807, -0.093378], [-1.995526, 2.370769, -0.000763], [0.508857, -0.059434, -1.971344], [1.787625, -0.795431, -1.216767], [1.987075, 1.009092, -1.512145], [1.144943, 0.371212, 2.151421], [2.481707, 0.216908, 1.201467], [1.496162, -1.079195, 1.452844], [-0.511616, -1.638581, 0.115771], [-3.770339, 0.357415, -0.240290], [-3.312813, -1.290690, 0.255136]],
  "forces_ev_per_a": [[-0.47, 2.18, -0.84], [0.65, 0.70, 0.37], [-1.23, -1.42, -0.44], [1.30, 2.80, 0.58], [-0.10, 0.37, -1.53], [-1.30, 0.17, 0.56], [2.50, -1.06, 1.21], [-5.26, 0.33, 0.28], [1.29, -1.51, 0.23], [-0.70, 0.47, -1.31], [1.47, -1.52, -0.02], [-1.30, -1.84, 0.21], [-1.21, 1.28, 2.15], [1.21, 0.68, -0.64], [-0.23, -1.89, -0.12], [-0.44, 0.69, -0.32], [2.64, -1.91, 0.56], [1.19, 1.48, -0.92]],
  "mulliken_charge": [-0.364, 0.715, 1.261, -1.309, -1.654, -0.479, -0.284, -0.454, 0.292, 0.448, 0.389, 0.321, 0.467, 0.401, 0.410, 0.267, 0.290, 0.282]
}

=====

{
  "formula": "C5H10N3",
  "method": "the ωB97M-V functional and the def2-TZVPD basis",
  "homo_ev": [-12.33, -12.33],
  "orbital_gap_ev": [7.91, 7.91],
  "e_lumo_ev": [-4.4160, -4.4157],
  "multiplicity": 1,
  "charge": 1,
  "e_tot_ev": -9807.2322,
  "e_above_lowest_kcal_mol": 104.14,
  "species": ["C", "C", "C", "C", "C", "N", "N", "N", "H", "H", "H", "H", "H", "H", "H", "H", "H", "H"],
  "positions_angstrom": [[-1.082641, 0.400037, -1.769757], [-0.355918, 0.074357, -0.849511], [0.760558, 0.430301, 1.676970], [-1.768545, 0.723200, -2.986118], [0.750203, -1.820060, 0.076946], [-0.155732, 1.343095, 1.753725], [0.613073, -0.411864, -0.130884], [1.649751, 0.082243, 2.544480], [-2.426966, -0.096751, -3.276609], [-2.367751, 1.624909, -2.869366], [-1.036228, 0.895343, -3.782667], [-0.108715, -2.301883, 0.549785], [0.906009, -2.271241, -0.905261], [1.652858, -2.009059, 0.659997], [-0.781399, 1.466304, 0.961903], [-0.292914, 1.959846, 2.549741], [1.721689, 0.556975, 3.442349], [2.322671, -0.645752, 2.354276]],
  "forces_ev_per_a": [[0.73, -0.37, 1.02], [-1.12, 0.71, -0.78], [-1.64, -1.08, -3.86], [-0.28, 0.06, -0.58], [0.12, -0.93, 0.19], [0.15, 0.19, 0.41], [1.98, 1.48, 3.66], [0.35, 0.03, 0.46], [-0.06, 0.11, -0.03], [-0.05, 0.04, -0.02], [-0.17, 0.05, 0.08], [-0.02, 0.06, -0.01], [-0.02, 0.02, 0.03], [-0.08, -0.07, -0.07], [0.02, -0.08, -0.09], [0.10, -0.11, -0.14], [0.06, -0.14, -0.17], [-0.06, 0.03, -0.09]],
  "mulliken_charge": [0.783, -0.269, 0.663, -1.233, -0.987, -0.264, -0.238, -0.305, 0.328, 0.322, 0.295, 0.321, 0.406, 0.329, 0.139, 0.236, 0.247, 0.229]
}

=====

{
  "formula": "C5H10N3",
  "method": "the ωB97M-V functional and the def2-TZVPD basis",
  "smiles": "[NH3+]CCc1c[nH]cn1",
  "homo_ev": -12.72,
  "orbital_gap_ev": 9.70,
  "e_lumo_ev": -3.0212,
  "multiplicity": 1,
  "charge": 1,
  "e_tot_ev": -9811.6165,
  "e_above_lowest_kcal_mol": 3.04,
  "species": ["C", "C", "C", "C", "N", "C", "N", "N", "H", "H", "H", "H", "H", "H", "H", "H", "H", "H"],
  "positions_angstrom": [[0.032074, 1.507471, -1.640619], [0.134838, 1.581440, -0.116792], [0.163778, 0.244457, 0.569300], [0.965553, -0.183835, 1.571773], [0.753212, -1.543181, 1.671532], [-0.104163, -1.898270, 0.701909], [-0.476961, -0.866748, 0.009351], [-1.174638, 0.742154, -2.047552], [0.955191, 1.053485, -1.992785], [-0.057141, 2.483193, -2.094145], [1.069707, 2.130224, 0.053848], [-0.713841, 2.171329, 0.258133], [1.613705, 0.230200, 2.302591], [1.157001, -2.152340, 2.379902], [-0.476154, -2.885826, 0.487485], [-1.062429, -0.266520, -1.838408], [-1.966238, 0.980326, -1.451189], [-1.454660, 0.879585, -3.019157]],
  "forces_ev_per_a": [[0.51, 0.01, 0.67], [-0.48, 0.36, 0.03], [0.63, -0.43, -1.12], [-0.30, -0.99, 0.64], [0.21, -0.34, 0.33], [-0.30, -0.39, 0.00], [-0.17, 1.24, -0.47], [-0.45, -0.75, -0.29], [-0.33, -0.39, -0.49], [0.03, 0.33, 0.07], [-0.37, -0.04, 0.34], [0.27, 0.14, 0.03], [0.36, 0.80, 0.11], [-0.19, 0.27, -0.40], [0.24, -0.19, 0.32], [0.31, 0.03, 0.22], [-0.11, 0.32, 0.00], [0.15, 0.04, 0.01]],
  "mulliken_charge": [-0.692, -0.604, 0.396, -0.540, -0.059, -0.340, -0.415, -0.258, 0.354, 0.386, 0.328, 0.298, 0.416, 0.209, 0.432, 0.388, 0.348, 0.353]
}

=====

{
  "formula": "C5H10N3",
  "method": "the ωB97M-V functional and the def2-TZVPD basis",
  "smiles": "Cc1c[nH]c(CN)[nH+]1",
  "homo_ev": -13.59,
  "orbital_gap_ev": 10.81,
  "e_lumo_ev": -2.7729,
  "multiplicity": 1,
  "charge": 1,
  "e_tot_ev": -9810.4040,
  "e_above_lowest_kcal_mol": 31.00,
  "species": ["C", "C", "C", "C", "C", "N", "N", "N", "H", "H", "H", "H", "H", "H", "H", "H", "H", "H"],
  "positions_angstrom": [[0.098767, -0.106433, -1.912894], [-0.147339, -1.182458, -1.115912], [0.198837, 0.627538, 0.179025], [-0.159332, -2.641957, -1.226007], [0.068460, 1.360213, 1.720472], [0.338888, 0.927800, -1.086202], [-0.079766, -0.675283, 0.198513], [0.932556, 2.470793, 1.608914], [0.272014, -0.011304, -2.950843], [0.682295, -3.018262, -1.851774], [-0.107171, -2.958468, -0.173747], [-1.091348, -2.952696, -1.779487], [-1.012475, 1.531325, 2.027492], [0.389332, 0.614845, 2.368188], [0.541208, 1.826696, -1.564616], [-0.058677, -1.140703, 1.120546], [1.873980, 2.274824, 1.924365], [0.656377, 3.309687, 2.220012]],
  "forces_ev_per_a": [[-0.05, -2.06, 0.68], [0.89, 0.41, 1.20], [-1.53, -0.31, 3.84], [-0.83, -0.69, -1.40], [-0.75, 0.28, -3.85], [0.31, 3.79, -1.30], [0.26, 0.17, -0.23], [-0.22, 3.29, 2.08], [-0.08, -0.10, -0.75], [-0.44, 0.22, 0.76], [-0.16, -0.84, -0.80], [0.80, -0.10, 0.98], [1.28, 0.28, -1.06], [0.85, -1.65, 1.15], [-0.20, -0.47, 1.46], [-0.39, -0.19, -1.25], [0.07, -0.31, -0.16], [0.21, -1.72, -1.36]],
  "mulliken_charge": [-0.573, 0.480, 0.134, -0.917, -0.455, -0.024, -0.130, -0.597, 0.436, 0.300, 0.258, 0.284, 0.359, 0.355, 0.266, 0.313, 0.234, 0.275]
}